## A
The following is a quantum chemistry calculation of the molecule C12H14N2, from the Open Molecules 2025 dataset.

Geometry as ORCA input:
```
! RIJCOSX wB97M-V def2-TZVPD def2/J DEFGRID3
* xyz 0 1
C -3.48012 -2.49202 -1.88499
C -2.44093 -3.30273 -1.37376
C -3.17086 -1.18072 -2.23052
C -1.32958 -2.61728 -0.82699
C -2.03841 -0.49327 -1.78746
C -1.17271 -1.19835 -0.97321
C 0.98663 1.27785 0.26489
C 2.43363 0.83465 0.02513
C 2.14101 0.14550 2.57915
C 2.39548 1.60325 2.73594
C 1.94993 1.02003 1.41519
C 0.63502 2.84159 0.24068
N -0.15900 0.51878 0.06218
N 0.00472 -0.57054 -0.54166
H -4.44513 -2.81955 -2.32999
H -2.60544 -4.45819 -1.34608
H -3.99008 -0.69153 -2.87935
H -0.51926 -2.98515 -0.30986
H -1.67356 0.48767 -1.99216
H 2.51409 -0.17771 -0.45634
H 3.05503 1.44319 -0.42631
H 2.83636 -0.54857 2.56796
H 1.29416 -0.10105 3.04030
H 1.67613 2.27780 3.07614
H 3.44153 1.77819 2.76017
H 1.56678 3.37368 -0.13205
H 0.32497 3.23526 1.14584
H -0.23041 2.79923 -0.42284
*
```

- Orbital gap: 8.92 eV
- LUMO: 0.277 eV
- SMILES: C[C@@]1(/N=N/c2ccccc2)CC12CC2



## B
The following is a quantum chemistry calculation of the molecule C12H14N2, from the Open Molecules 2025 dataset.

Geometry as ORCA input:
```
! RIJCOSX wB97M-V def2-TZVPD def2/J DEFGRID3
* xyz 0 1
C 1.35867 -1.62983 -2.97965
C -0.06032 -1.23451 -3.09878
C 2.11856 -1.49400 -1.86505
C -0.56229 -0.59926 -2.06160
C 2.08321 -0.94587 0.47785
C 1.54861 -0.85804 -0.71205
C 0.14964 -0.30724 -0.83830
C -0.40592 0.36143 0.18376
C 1.53732 -0.35070 1.74149
C -0.54773 0.89069 2.43703
C -1.82925 1.45769 1.70798
C 0.42080 0.74249 1.36334
N -1.77565 0.75857 0.40568
N -2.59810 1.10956 -0.61963
H 1.93024 -2.14788 -3.75117
H -0.56515 -1.46088 -3.95341
H 3.14496 -1.71804 -1.78660
H -1.50387 -0.26374 -2.09079
H 3.10151 -1.55032 0.60347
H 1.17259 -1.15216 2.43115
H 2.39422 0.11476 2.32707
H -0.14154 1.66781 3.24508
H -0.99558 0.12047 2.95397
H -2.75068 1.24038 2.17376
H -1.83438 2.62307 1.50685
H 0.97404 1.61838 1.16972
H -3.59994 0.87559 -0.43435
H -2.76397 2.13160 -0.53683
*
```

- Orbital gap: 7.16 eV
- LUMO: 0.610 eV
- SMILES: NN1CC[C@H]2CC=c3ccccc3=C21



Most favorable structure: B. The second most favorable one is 183.2 kJ/mol above it.